Here is a 10-piece molecular cluster, C102H225N2O6P5 overall from the Open Molecules 2025 dataset. Energies are from ωB97M-V/def2-TZVPD.

The geometry in XYZ format:
```
340
Properties=species:S:1:pos:R:3:mulliken_charge:R:1
C -1.5318 9.2913 4.8372 -1.45
C -0.6376 8.4344 3.9048 -0.06
C -0.4400 7.0599 4.5927 -0.57
C 0.2482 6.0813 3.7529 -0.02
P 0.0279 4.3667 4.3306 1.33
C -1.5673 3.7364 3.8954 0.59
C -2.7240 4.0517 4.8872 -0.57
C -3.8592 2.9752 4.7974 -0.39
C -3.4187 1.6378 5.4265 -1.07
C 0.3999 4.2631 6.1462 -1.88
C 0.2994 2.9075 6.8077 0.10
C -0.0357 2.9856 8.2894 -0.77
C -0.2358 1.6780 8.8605 -1.32
C 1.3764 3.2986 3.6069 -0.19
C 2.8615 3.6771 3.9387 -1.20
C 3.7708 2.6751 3.2617 0.47
C 3.9265 1.3429 4.0487 -1.43
H -2.4616 8.7507 5.0142 0.32
H -1.8747 10.2532 4.4563 0.41
H -1.2024 9.5180 5.8513 0.36
H 0.3521 8.8623 3.7454 0.48
H -1.1205 8.2530 2.9445 -0.08
H -1.4390 6.6831 4.8123 0.23
H 0.1216 7.1404 5.5234 0.41
H 1.3076 6.3279 3.6828 0.78
H -0.0852 6.1671 2.7187 -0.89
H -1.3679 2.6648 3.8911 -0.67
H -1.7971 3.8739 2.8388 0.65
H -3.0068 5.0991 4.7828 0.60
H -2.4314 4.0077 5.9363 0.11
H -4.2276 2.8314 3.7817 -0.02
H -4.7267 3.3113 5.3653 0.37
H -4.2318 1.0803 5.8914 0.52
H -2.7932 1.7939 6.3054 0.19
H -2.8581 1.0499 4.6998 0.16
H -0.4014 4.8681 6.5705 0.71
H 1.3066 4.8015 6.4220 0.80
H 1.1886 2.2943 6.6608 0.30
H -0.4652 2.3340 6.2836 -0.13
H -0.7698 3.7147 8.6324 0.48
H 0.8524 3.4067 8.7607 0.41
H -1.0456 1.2082 8.3023 0.25
H -0.5555 1.7887 9.8966 0.41
H 0.6120 0.9929 8.8554 0.32
H 1.0804 3.2324 2.5599 -0.28
H 1.1879 2.3076 4.0197 0.29
H 2.9710 3.5945 5.0200 0.43
H 2.9676 4.7397 3.7203 0.46
H 4.7763 3.0879 3.1788 0.49
H 3.4143 2.4515 2.2562 -0.58
H 3.0313 0.7228 4.0964 0.10
H 4.2191 1.5100 5.0853 0.39
H 4.7150 0.7368 3.6026 0.46
C -7.9192 2.3854 4.4111 -0.90
C -8.6975 1.1226 4.0900 -0.96
C -8.1862 0.3200 2.8507 0.30
C -9.0419 -0.8603 2.4227 -1.03
P -8.0823 -2.1139 1.4560 0.82
C -9.2309 -3.1999 0.5842 -1.47
C -8.7282 -4.0658 -0.5807 -0.32
C -9.8789 -4.6718 -1.3864 -0.58
C -9.4765 -5.7655 -2.3553 -1.36
C -6.8952 -1.3277 0.2555 -0.81
C -5.5221 -1.9851 0.2871 0.56
C -5.2642 -3.3030 -0.5033 -0.39
C -3.7725 -3.7431 -0.5552 -0.51
C -7.1208 -3.2738 2.5806 -1.42
C -6.3481 -2.5971 3.8323 -0.06
C -5.2283 -3.4972 4.3775 -1.47
C -3.9115 -3.4494 3.6218 0.14
H -8.5496 3.0889 4.9550 0.45
H -7.5786 2.9189 3.5238 0.16
H -7.0076 2.0791 4.9242 0.11
H -9.7183 1.4773 3.9481 0.35
H -8.7161 0.4360 4.9364 0.45
H -7.1332 0.1322 3.0604 -0.09
H -8.2151 1.0853 2.0751 0.22
H -9.9318 -0.5970 1.8510 0.64
H -9.4323 -1.3883 3.2926 0.61
H -9.9726 -2.5008 0.1979 0.48
H -9.7259 -3.6928 1.4208 0.68
H -8.0570 -4.8341 -0.1967 0.39
H -8.0730 -3.5258 -1.2643 0.18
H -10.3866 -3.8593 -1.9062 0.40
H -10.6805 -5.0843 -0.7738 0.41
H -10.1834 -6.1763 -3.0760 0.38
H -8.9018 -6.5146 -1.8105 0.33
H -8.7408 -5.2833 -2.9989 0.32
H -6.8383 -0.2669 0.4995 -0.38
H -7.2595 -1.3102 -0.7716 0.84
H -5.0774 -2.0328 1.2811 -0.44
H -4.9249 -1.2521 -0.2553 0.45
H -5.7263 -3.3082 -1.4904 0.67
H -5.7761 -4.1660 -0.0774 0.04
H -3.1574 -2.9832 -1.0371 -0.09
H -3.5959 -4.6949 -1.0563 0.73
H -3.5431 -3.7577 0.5103 -0.46
H -6.5116 -3.9764 2.0118 0.55
H -7.9271 -3.8560 3.0268 0.87
H -7.1278 -2.2660 4.5183 0.55
H -5.9522 -1.6404 3.4917 -0.28
H -5.5941 -4.5225 4.4326 0.41
H -4.9053 -3.2841 5.3965 0.48
H -4.0521 -3.4747 2.5412 -0.64
H -3.3106 -4.3135 3.9054 0.46
H -3.2652 -2.6416 3.9653 0.34
C 3.2494 7.2730 -6.7948 -1.47
C 3.5397 6.6030 -5.4682 -0.18
C 2.9198 5.2357 -5.3138 -0.98
C 3.0394 4.7854 -3.8558 -0.67
P 3.4885 3.0676 -3.7285 0.26
C 2.1192 2.0493 -4.4055 -0.34
C 2.1641 0.5220 -4.3755 -0.33
C 0.9679 -0.0907 -5.1215 1.00
C 1.0245 0.0450 -6.6422 -1.58
C 5.0272 2.6647 -4.5830 -1.37
C 6.2376 3.5698 -4.1318 -0.54
C 7.4585 3.3281 -5.0686 -0.49
C 8.4841 4.4247 -4.9477 -1.31
C 3.9958 2.7697 -2.0493 -0.25
C 4.7773 1.4756 -1.8070 -0.21
C 5.1583 1.1122 -0.3259 0.80
C 6.1472 2.1522 0.3468 -1.66
H 3.5502 6.7593 -7.7079 0.34
H 3.7788 8.2163 -6.9283 0.40
H 2.1798 7.4228 -6.9419 0.31
H 3.3313 7.2550 -4.6198 0.37
H 4.5801 6.2790 -5.4441 0.07
H 3.2148 4.5107 -6.0724 0.63
H 1.8522 5.3279 -5.5133 0.50
H 2.1200 4.8616 -3.2754 0.07
H 3.8817 5.1959 -3.2988 1.03
H 1.9378 2.4521 -5.4019 0.89
H 1.2849 2.3509 -3.7722 -0.22
H 2.2428 0.2696 -3.3180 -0.67
H 3.1606 0.1232 -4.5653 0.73
H 0.1304 0.4553 -4.6872 -0.61
H 0.8940 -1.1144 -4.7546 0.25
H 1.9280 -0.4638 -6.9780 0.41
H 1.1144 1.1114 -6.8490 0.27
H 0.1128 -0.2923 -7.1354 0.42
H 4.7429 2.6630 -5.6353 0.86
H 5.1658 1.5953 -4.4240 0.83
H 6.4429 3.4565 -3.0673 0.16
H 6.1042 4.6467 -4.2340 0.18
H 7.0742 3.3174 -6.0885 0.34
H 7.8200 2.3170 -4.8809 0.34
H 8.9836 4.4615 -3.9796 0.32
H 7.9983 5.3697 -5.1909 0.34
H 9.1745 4.3349 -5.7864 0.42
H 3.1500 2.7879 -1.3619 -0.55
H 4.5993 3.6410 -1.7950 0.85
H 5.6356 1.2704 -2.4467 0.63
H 4.0407 0.6900 -1.9757 -0.32
H 5.5915 0.1132 -0.2759 0.34
H 4.2452 1.0834 0.2687 -0.84
H 5.7102 3.1380 0.5061 0.30
H 6.8997 2.4759 -0.3722 0.47
H 6.6531 1.7461 1.2228 0.44
C 4.7924 -5.7104 4.2854 -1.25
C 5.4105 -6.8118 3.4003 -0.63
C 5.8919 -6.2155 2.0902 0.77
C 6.5420 -7.2885 1.1681 -1.60
P 7.0800 -6.5935 -0.4288 0.91
C 7.7127 -7.9436 -1.4154 -0.97
C 6.6318 -8.8035 -2.1672 -0.61
C 7.2544 -9.9887 -2.9522 -0.74
C 8.1733 -9.5327 -4.2073 -1.14
C 8.2817 -5.3402 -0.1973 -0.75
C 9.6024 -5.6496 0.4840 -0.77
C 9.6669 -5.5962 1.9995 -0.36
C 9.2409 -4.3883 2.8456 -1.17
C 5.4904 -5.9379 -1.0397 -1.21
C 4.9053 -4.4854 -0.5258 0.30
C 4.8908 -3.3178 -1.5289 -0.64
C 3.6846 -3.4591 -2.5905 -1.25
H 5.5267 -4.9432 4.5308 0.35
H 4.4564 -6.1960 5.2016 0.42
H 3.9259 -5.2483 3.8123 0.21
H 4.7351 -7.6274 3.1418 0.34
H 6.2657 -7.3072 3.8599 0.44
H 6.5082 -5.3414 2.3004 -0.04
H 5.0212 -5.8431 1.5505 -0.52
H 5.9128 -8.1227 0.8576 0.72
H 7.3952 -7.8202 1.5893 0.79
H 8.2775 -8.5729 -0.7276 0.62
H 8.4327 -7.4950 -2.0999 0.59
H 5.9691 -8.1918 -2.7794 0.31
H 6.0211 -9.2842 -1.4030 0.35
H 6.4823 -10.6105 -3.4053 0.40
H 7.7839 -10.5898 -2.2130 0.36
H 7.7828 -8.6320 -4.6809 0.31
H 8.3196 -10.3137 -4.9535 0.37
H 9.1797 -9.2045 -3.9475 0.30
H 7.8857 -4.3400 -0.0213 0.67
H 8.5739 -5.3514 -1.2473 0.46
H 10.2744 -4.9382 0.0042 0.46
H 9.8969 -6.6747 0.2592 0.25
H 10.6533 -5.8283 2.4010 0.50
H 9.1475 -6.5029 2.3097 0.13
H 8.9154 -4.7292 3.8284 0.31
H 8.4361 -3.8804 2.3142 0.20
H 10.0874 -3.7345 3.0556 0.40
H 4.6320 -6.5976 -0.9131 0.18
H 5.6172 -5.8607 -2.1196 0.77
H 5.4081 -4.1368 0.3763 0.50
H 3.9595 -4.7712 -0.0655 -0.55
H 5.8868 -3.1684 -1.9459 0.61
H 4.8849 -2.3976 -0.9447 -0.14
H 3.6717 -2.5961 -3.2562 0.30
H 2.6832 -3.7424 -2.2664 0.24
H 3.9645 -4.2746 -3.2573 0.51
C -8.0628 3.8817 -0.4847 -1.19
C -7.3398 3.0659 -1.5366 -0.41
C -6.2033 3.6946 -2.2502 -0.89
C -4.9961 4.1489 -1.3900 0.16
P -3.6203 4.8823 -2.3594 0.63
C -4.2008 5.7546 -3.9232 -1.09
C -3.0296 6.2477 -4.8130 -0.25
C -3.4186 6.5106 -6.3395 -0.54
C -2.2790 7.0506 -7.1196 -1.45
C -2.2873 3.7257 -2.8943 0.09
C -2.5957 2.3969 -3.6991 0.36
C -2.0477 2.3756 -5.1331 0.44
C -2.5653 1.1162 -5.9894 -1.53
C -2.8240 5.9510 -1.0560 -0.19
C -1.6101 6.7651 -1.5340 0.47
C -0.9904 7.5262 -0.4153 0.52
C -1.7684 8.7280 0.0426 -1.68
H -8.1039 4.9665 -0.5830 0.35
H -7.4924 3.7333 0.4322 0.21
H -9.0843 3.7297 -0.1360 0.35
H -8.1093 2.6659 -2.1968 0.49
H -6.9294 2.1434 -1.1261 -0.05
H -6.6428 4.5789 -2.7116 0.37
H -5.8202 3.1242 -3.0963 0.46
H -4.7379 3.2746 -0.7925 -0.23
H -5.3074 4.9927 -0.7742 0.70
H -4.9283 6.5305 -3.6846 0.64
H -4.6578 4.9009 -4.4237 0.49
H -2.1951 5.5465 -4.8191 -0.07
H -2.6894 7.1496 -4.3043 0.37
H -4.1699 7.3002 -6.3495 0.39
H -3.7628 5.6707 -6.9430 0.42
H -2.6494 7.3943 -8.0854 0.46
H -1.5121 6.3352 -7.4166 0.30
H -1.8880 7.9576 -6.6586 0.33
H -1.8761 3.4281 -1.9297 -0.64
H -1.3796 4.1139 -3.3564 0.75
H -3.6789 2.2864 -3.7501 0.46
H -2.1432 1.5347 -3.2092 -0.63
H -0.9583 2.3435 -5.1194 -0.36
H -2.1859 3.3453 -5.6114 0.28
H -2.0278 1.0565 -6.9357 0.42
H -3.6441 1.0856 -6.1420 0.45
H -2.3873 0.1158 -5.5948 0.17
H -2.4812 5.2319 -0.3120 -0.65
H -3.5921 6.6139 -0.6579 0.90
H -1.8600 7.4660 -2.3305 0.20
H -0.8401 6.0973 -1.9202 -0.34
H 0.0408 7.7660 -0.6744 0.55
H -0.8255 6.9396 0.4885 -0.92
H -2.8333 8.5936 0.2326 0.27
H -1.8139 9.5180 -0.7071 0.41
H -1.3235 9.0660 0.9785 0.51
C -3.7822 1.2066 1.5400 -1.32
C -2.8465 0.3569 0.6867 0.97
C -1.3882 0.7442 0.8963 -0.37
N -0.2886 -0.0207 0.0553 1.02
C -0.4603 0.0353 -1.4484 -0.25
C 1.1149 0.5304 0.5171 0.42
C 1.8062 -0.6398 1.2357 0.08
C 1.0910 -1.9204 0.7456 0.57
C -0.3359 -1.5222 0.6321 0.20
H -3.9519 0.7149 2.4979 0.22
H -4.7912 1.3090 1.1406 0.30
H -3.2663 2.1522 1.7066 0.16
H -3.0838 0.5042 -0.3669 0.36
H -2.9712 -0.6790 1.0019 -0.71
H -1.1405 0.5434 1.9386 0.11
H -1.3192 1.7973 0.6238 0.21
H -1.4896 -0.2409 -1.6774 0.33
H 0.3763 -0.5471 -1.8344 0.07
H -0.4778 1.0705 -1.7893 -0.57
H 1.6805 0.7749 -0.3821 -0.36
H 0.9669 1.4191 1.1306 -0.16
H 2.8823 -0.6534 1.0625 0.59
H 1.6873 -0.5550 2.3158 -0.52
H 1.5215 -2.3462 -0.1607 -0.38
H 1.2938 -2.6868 1.4937 0.36
H -0.9143 -2.0559 -0.1221 -0.89
H -0.8373 -1.5831 1.5980 0.28
C 1.0213 -6.5841 -3.3131 -1.23
C 0.2867 -6.9588 -2.0270 -0.31
C 1.0482 -6.5129 -0.7381 -0.23
N 0.2392 -6.7769 0.5641 0.75
C -0.1637 -8.2429 0.6597 -1.04
C -0.9411 -5.7500 0.6139 -0.33
C -1.2027 -5.4608 2.0617 0.54
C 0.0616 -5.9403 2.7964 -1.40
C 1.0942 -6.4266 1.7898 -0.12
H 0.3121 -6.8454 -4.0986 0.49
H 2.0168 -7.0252 -3.3621 0.44
H 1.3112 -5.5406 -3.4365 -0.08
H 0.0731 -8.0250 -1.9521 0.42
H -0.7396 -6.6022 -1.9403 0.27
H 1.2264 -5.4395 -0.8027 -0.37
H 2.0102 -7.0082 -0.6061 0.66
H -0.7894 -8.4245 1.5336 0.36
H 0.7171 -8.8693 0.5183 0.31
H -0.8235 -8.4638 -0.1793 0.39
H -1.7682 -6.0222 -0.0417 0.53
H -0.5494 -4.8482 0.1433 -0.08
H -2.1320 -5.9104 2.4114 0.43
H -1.2935 -4.3798 2.1680 -0.61
H -0.0525 -6.8079 3.4463 0.41
H 0.5536 -5.1102 3.3033 0.62
H 1.7170 -7.2735 2.0778 0.47
H 1.6771 -5.5374 1.5499 -0.28
C 1.9226 5.2475 -0.1064 -0.47
C 0.7567 4.2813 -0.2746 0.40
O 0.9075 3.5284 -1.2166 -0.30
O -0.1384 4.2199 0.5569 -0.38
H 2.5920 5.1827 -0.9641 -0.26
H 2.5054 5.1065 0.8039 0.04
H 1.5676 6.2737 -0.2021 0.13
C -1.0489 -4.3006 -4.2012 -1.37
C -0.9010 -3.1077 -3.2251 0.13
O -0.0334 -3.1715 -2.3184 0.08
O -1.6107 -2.0919 -3.3696 -0.68
H -1.2100 -5.2766 -3.7434 0.08
H -0.1958 -4.4543 -4.8621 0.34
H -1.9699 -4.1922 -4.7739 0.41
C 0.8129 -1.2589 5.8814 -1.14
C 0.0110 -1.4157 4.6647 0.04
O -0.0895 -2.4706 4.0672 -0.70
O -0.5579 -0.3544 4.2457 -0.04
H 0.2833 -1.6371 6.7558 0.37
H 1.2891 -0.2871 6.0113 0.01
H 1.6498 -1.9568 5.9053 0.41
```

- charge = +4
- highest occupied orbital energy (eV) = -13.43
- F_max (eV/A) = 4.146